[1]
Density functional theory data (ωB97M-V/def2-TZVPD) for a 5-piece molecular cluster, C27H25N6O14S2 overall.

```
74
Properties=species:S:1:pos:R:3:mulliken_charge:R:1
C -4.16751 -0.84126 2.93589 -0.516
O -3.19965 -1.64908 2.20351 -0.377
C -1.86523 -1.11213 2.32781 0.076
S -0.91175 -1.86427 3.77460 0.925
O 0.53735 -1.44619 3.74670 -0.632
O -0.92939 -3.37090 3.48977 -0.671
N -1.70922 -1.66617 5.27951 -0.375
S -1.73031 -0.04138 5.79468 1.097
O -3.06746 0.65310 5.62207 -0.616
O -0.64323 0.83362 5.23765 -0.597
O -1.45003 -0.09783 7.50021 -0.289
C -2.14083 -1.28992 7.91124 0.517
N -2.86452 -2.13571 8.37952 -0.472
H -4.05070 -1.10765 4.04550 0.236
H -3.96374 0.27503 2.79814 0.281
H -5.25283 -1.11341 2.64430 0.241
H -1.81075 0.02947 2.30597 0.462
H -1.29060 -1.48146 1.39635 -0.291
C 3.45236 -3.93028 -1.73481 -0.393
C 3.82939 -2.82725 -0.97356 -0.503
C 2.86871 -1.92098 -0.53718 -0.310
C 1.53110 -2.13239 -0.86694 -0.075
C 1.14853 -3.22904 -1.63451 -0.406
C 2.11559 -4.12963 -2.06833 -0.585
N 0.51202 -1.19853 -0.38955 1.178
O 0.88467 -0.23450 0.27080 -0.548
O -0.65761 -1.43630 -0.67224 -0.654
H 4.20434 -4.63933 -2.06867 0.378
H 4.87297 -2.67619 -0.71728 0.375
H 3.17488 -1.06603 0.05595 0.464
H 0.10978 -3.39753 -1.89846 0.589
H 1.82726 -4.98996 -2.66364 0.416
C -0.73937 -7.31962 1.85024 -0.521
C -0.94052 -8.53260 1.19610 -0.334
C -1.17601 -8.55483 -0.17484 -0.418
C -1.20359 -7.35408 -0.88318 -0.112
C -1.01045 -6.13649 -0.23246 -0.184
C -0.77820 -6.12345 1.13983 -0.446
N -1.42589 -7.37336 -2.33079 1.022
O -1.61030 -8.45927 -2.86599 -0.617
O -1.41035 -6.30315 -2.92530 -0.607
H -0.55040 -7.30660 2.91956 0.436
H -0.91055 -9.46195 1.75582 0.366
H -1.33100 -9.50623 -0.67198 0.428
H -1.03523 -5.19729 -0.77400 0.493
H -0.62371 -5.18019 1.65625 0.516
C -0.23534 2.88762 -1.30248 -0.800
C -0.42748 1.67723 -1.96293 0.009
C -0.66080 1.66118 -3.33474 -0.503
C -0.69514 2.86544 -4.03702 0.036
C -0.51109 4.08098 -3.37972 -0.418
C -0.28119 4.08766 -2.00740 -0.308
N -0.91516 2.85259 -5.48519 1.014
O -1.09155 1.76906 -6.02633 -0.609
O -0.90617 3.92660 -6.07393 -0.620
H -0.04777 2.89578 -0.23261 0.506
H -0.39126 0.74695 -1.40697 0.372
H -0.80889 0.71133 -3.83710 0.500
H -0.54120 5.02254 -3.91777 0.450
H -0.13372 5.02815 -1.48671 0.535
C 2.90554 9.72534 -2.45529 -0.371
C 2.06736 8.68696 -2.85080 -0.550
C 1.66926 7.72366 -1.92962 0.025
C 2.11398 7.81296 -0.61134 0.019
C 2.95942 8.84600 -0.21111 -0.378
C 3.35461 9.80329 -1.13998 -0.443
N 1.67722 6.81501 0.36853 0.967
O 0.94955 5.91133 -0.02377 -0.627
O 2.06041 6.94338 1.52136 -0.586
H 3.20980 10.47877 -3.17595 0.368
H 1.72158 8.63031 -3.87785 0.383
H 1.01591 6.91971 -2.25090 0.286
H 3.31383 8.91992 0.81139 0.430
H 4.01029 10.61344 -0.83809 0.367
```

The HOMO energy is -0.242 hartree. The net charge is -1. Its spin multiplicity is 1. The gap between HOMO and LUMO is 7.026 eV.


[2]
Density functional theory data (ωB97M-V/def2-TZVPD) for C27H25N8O5RuSSi as an isolated structure.

```
68
Properties=species:S:1:pos:R:3:mulliken_charge:R:1
Ru 0.76239 1.17872 -0.38605 0.230
N 0.55791 3.24122 0.98029 -0.545
N -0.41679 4.01617 0.34967 -0.125
C -0.82893 3.68908 -0.95394 0.454
O -1.53145 4.48231 -1.54777 -0.722
O -0.40916 2.54856 -1.38357 -0.611
H 0.29409 3.05732 1.94128 0.285
H 1.46755 3.68693 0.95291 0.281
H -0.51543 4.98110 0.61516 0.218
O -0.26673 -1.79446 0.00813 -0.226
C 0.97086 -1.81275 0.12066 0.459
N 1.69139 -0.67055 0.14847 0.069
S 3.30066 -1.08947 0.21692 0.985
O 4.01053 -0.65309 -0.95583 -0.706
O 3.86229 -0.64288 1.47435 -0.756
C 3.07453 -2.83108 0.20672 0.219
C 3.98534 -3.85848 0.14997 -0.603
C 3.49516 -5.15663 0.11108 -0.593
C 2.11937 -5.39109 0.13208 -0.633
C 1.21573 -4.34902 0.15661 -0.604
C 1.70521 -3.04462 0.17437 -0.110
H 5.04908 -3.66097 0.13278 0.482
H 4.17836 -5.99265 0.06269 0.415
H 1.76670 -6.41376 0.12594 0.410
H 0.14649 -4.51227 0.16060 0.582
C -1.60549 -1.15896 4.62012 -0.555
C -2.65805 -1.42170 3.75536 -0.815
C -2.54800 -1.11379 2.40540 -0.100
C -1.38773 -0.53141 1.89716 0.413
C -0.34086 -0.26014 2.78165 -0.181
C -0.44775 -0.57121 4.13136 -0.900
Si -1.21905 -0.22782 -0.03247 2.701
C -1.51552 -0.69386 -1.89907 0.326
C -0.62999 -0.22794 -2.87187 -0.281
C -0.74753 -0.62236 -4.19730 -0.950
C -1.74852 -1.50375 -4.57546 -0.588
C -2.62807 -1.99062 -3.62059 -0.760
C -2.51053 -1.58890 -2.29686 -0.088
C -2.65351 1.12033 0.09543 0.312
C -3.70426 1.19032 -0.81779 -0.507
C -4.73056 2.11439 -0.65919 -0.617
C -4.71212 3.00203 0.40326 -0.667
C -3.67110 2.95127 1.31743 -0.741
C -2.66486 2.00878 1.17076 -0.567
H -1.69225 -1.41160 5.66930 0.386
H -3.57368 -1.85811 4.13708 0.416
H -3.37664 -1.32261 1.73643 0.332
H 0.56325 0.20834 2.40419 0.245
H 0.37163 -0.34771 4.80522 0.422
H 0.16433 0.47230 -2.61442 0.291
H -0.06011 -0.23505 -4.93975 0.433
H -1.83485 -1.80563 -5.61143 0.376
H -3.40654 -2.69091 -3.89951 0.417
H -3.20276 -1.97953 -1.55786 0.402
H -3.73290 0.52150 -1.66790 0.236
H -5.54571 2.14099 -1.37296 0.405
H -5.50579 3.72988 0.51739 0.356
H -3.64694 3.64355 2.15152 0.411
H -1.88794 1.95224 1.92468 0.370
N 5.26973 2.15928 0.77519 -0.656
N 4.42461 2.21505 -0.29412 0.933
N 4.82657 2.40166 -1.52130 -1.052
C 3.67925 2.39509 -2.19353 -0.213
N 2.63175 2.23520 -1.38454 0.066
N 3.12870 2.11805 -0.17313 0.024
H 6.21683 2.09021 0.43201 0.333
H 5.01194 1.34928 1.33388 0.314
H 3.61590 2.53617 -3.25725 0.465
```

As for the expectation value of S²: 1.213. The HOMO energy (spin up / spin down) is -0.294 / -0.287 hartree. The net charge is 0. The value obtained for the relative energy (zero: lowest compared OMol25 entry of this formula, charge and spin) is 1.657 eV. Its spin multiplicity is 2. The gap between HOMO and LUMO (spin up / spin down) is 6.750 / 6.852 eV.


[3]
Density functional theory data (ωB97M-V/def2-TZVPD) for C27H26AsBeClO as an isolated structure.

```
57
Properties=species:S:1:pos:R:3:mulliken_charge:R:1
Be 0.00000 0.00000 0.00000 -0.162
C 0.22070 0.14830 7.06180 -0.461
C 0.60860 1.24310 6.28640 -0.797
C 0.53660 1.17530 4.89140 -0.168
C 0.07420 0.01260 4.25730 0.701
C -0.31220 -1.08650 5.05060 -0.268
C -0.23880 -1.01490 6.44330 -0.793
As 0.00000 0.00000 2.28420 -0.290
C -1.00910 -1.56460 2.14550 0.061
C -0.63250 -2.90210 2.11570 -0.267
C -1.64500 -3.86500 2.02960 -0.748
C -2.99580 -3.47390 1.96990 -0.820
C -3.35360 -2.11420 1.99510 -0.851
C -2.35210 -1.13740 2.08500 1.088
C -2.58910 0.37460 2.14520 0.772
C -3.84240 1.00170 2.10830 -0.684
C -3.91930 2.40310 2.19040 -0.838
C -2.75370 3.18250 2.31190 -0.563
C -1.49430 2.57160 2.35250 -0.029
C -1.44070 1.18590 2.26590 -0.254
H 0.27630 0.19940 8.14120 0.375
H 0.96520 2.14470 6.76650 0.391
H 0.84050 2.03070 4.30250 0.354
H -0.67230 -2.00440 4.61830 0.298
H -0.53930 -1.86490 7.04260 0.401
H 0.40970 -3.18790 2.16950 0.421
H -1.38670 -4.91570 2.01350 0.447
H -3.76850 -4.22880 1.90750 0.401
H -4.39800 -1.84030 1.95230 0.405
H -4.75240 0.42560 2.02070 0.421
H -4.88640 2.88790 2.16250 0.403
H -2.83060 4.26010 2.37510 0.471
H -0.59100 3.15990 2.44510 0.460
C -0.55470 3.62570 -1.32170 -1.386
C -0.38620 2.12080 -1.29910 0.164
O 0.00000 1.69640 0.00000 -0.258
H -0.83810 3.97120 -2.31980 0.415
H 0.37560 4.12180 -1.02650 0.284
H -1.32350 3.94000 -0.60830 0.360
H 0.39140 1.81220 -2.00400 0.069
H -1.31830 1.61650 -1.57120 0.402
H -0.73280 1.94420 0.62250 0.184
Cl 1.61620 -4.19570 -4.23780 -0.250
C 1.65270 -2.98830 -3.01260 0.357
C 1.49540 -1.64740 -3.35600 -0.944
C 1.53710 -0.66610 -2.36090 -0.240
C 1.73090 -1.02560 -1.02370 0.885
C 1.82980 0.00000 0.00000 -1.320
C 1.88350 -2.37500 -0.68900 -0.198
C 1.84560 -3.35720 -1.68290 -0.791
H 1.34660 -1.35790 -4.39280 0.401
H 1.42060 0.37780 -2.64170 0.310
H 2.19320 1.01550 -0.26380 0.411
H 2.18560 -0.24850 1.02260 0.628
H 2.04460 -2.67410 0.34440 0.407
H 1.97270 -4.40180 -1.41330 0.386
H -1.42760 0.00000 0.00000 -0.154
```

The HOMO energy is -0.240 hartree. The net charge is 0. Its spin multiplicity is 1. The gap between HOMO and LUMO is 6.628 eV.